[1]
This record from the OMol25 dataset describes C7H10S3 in the gas phase at a distorted geometry. The level of theory is ωB97M-V/def2-TZVPD.

ΔE to the lowest compared entry with this formula, charge and spin: 7.00 kcal/mol
maximum force: 0.0669 hartree/bohr
structure (SMILES): CC(C)(SS)c1cccs1
HOMO level: -8.43 eV
orbital gap: 8.94 eV
spin multiplicity: 1

Last column: natural (NBO) charge in e.
Element x y z (Å)
C  -1.906  -0.015  1.086  -0.6729
C  -0.445  0.379  0.695  -0.0380
C  -0.239  1.869  0.225  -0.6246
S  0.546  0.269  2.488  0.0186
S  2.511  0.467  2.072  -0.1321
C  0.090  -0.748  -0.119  -0.2550
C  1.303  -0.842  -0.828  -0.2725
C  1.515  -2.094  -1.339  -0.2523
C  0.469  -2.981  -1.195  -0.4302
S  -0.761  -2.227  -0.259  0.4590
H  -2.329  0.834  1.736  0.2310
H  -1.689  -0.941  1.662  0.2278
H  -2.573  -0.473  0.292  0.2436
H  -1.105  2.387  0.553  0.2167
H  -0.242  1.963  -0.836  0.2170
H  0.685  2.262  0.460  0.2245
H  2.855  -0.850  1.727  0.1357
H  2.114  -0.143  -0.561  0.2375
H  2.412  -2.390  -1.811  0.2210
H  0.170  -3.950  -1.601  0.2453



[2]
This record from the OMol25 dataset describes 2 unconnected molecules or ions with the total composition C7H10Si at a distorted geometry. The level of theory is ωB97M-V/def2-TZVPD.

ΔE to the lowest compared entry with this formula, charge and spin: 89.41 kcal/mol
maximum force: 0.0874 hartree/bohr
structure (SMILES): C#C[SiH]=C=C.C=CC
HOMO level: -7.85 eV
orbital gap: 7.81 eV
spin multiplicity: 1

Last column: natural (NBO) charge in e.
Element x y z (Å)
C  1.518  -1.515  1.553  -0.1777
C  1.319  -1.269  0.408  -0.4913
Si  0.973  -0.928  -1.376  1.1242
C  -0.197  -1.792  -2.425  -0.5407
C  -1.253  -1.824  -3.201  -0.4164
H  1.532  -1.686  2.628  0.2455
H  2.058  -0.278  -1.893  -0.1673
H  -1.395  -2.627  -4.022  0.2067
H  -2.177  -1.322  -2.921  0.2085
C  -1.379  1.495  0.487  -0.3987
C  -0.167  1.779  0.840  -0.1598
C  0.526  1.268  2.074  -0.6431
H  -1.660  2.010  -0.417  0.1982
H  -2.035  0.997  1.087  0.1889
H  0.438  2.213  0.104  0.1821
H  0.636  2.175  2.793  0.2171
H  -0.153  0.445  2.492  0.2064
H  1.417  0.860  1.790  0.2175



[3]
This record from the OMol25 dataset describes a molecular structure, C7H11BClNO4 at a distorted geometry. The level of theory is ωB97M-V/def2-TZVPD.

ΔE to the lowest compared entry with this formula, charge and spin: 0.00 kcal/mol
maximum force: 0.1029 hartree/bohr
HOMO level: -9.41 eV
orbital gap: 9.72 eV
spin multiplicity: 1

Last column: natural (NBO) charge in e.
Element x y z (Å)
B  0.668  -1.987  0.049  1.0801
C  -2.503  -0.485  -1.089  -0.3935
C  -1.427  0.146  -1.859  0.1464
C  -2.209  -1.099  0.019  0.0591
C  -0.253  -0.832  0.521  -0.5177
C  0.118  0.500  -0.120  0.6176
C  -0.192  1.854  1.937  -0.2603
C  2.173  1.738  -0.680  -0.2572
N  -0.323  0.594  -1.533  -0.4215
O  1.254  -2.672  1.047  -0.8856
O  0.609  -2.316  -1.208  -0.8570
O  -0.472  1.576  0.577  -0.5602
O  1.573  0.579  0.000  -0.5796
Cl  -3.049  -2.104  1.100  0.0571
H  -3.474  -0.505  -1.540  0.2271
H  -1.518  0.292  -2.917  0.1883
H  -0.453  -0.726  1.610  0.2422
H  -0.548  2.824  2.050  0.1916
H  0.827  1.943  2.283  0.1882
H  -0.870  1.300  2.566  0.1748
H  2.299  1.445  -1.704  0.1973
H  3.085  1.751  -0.181  0.1846
H  1.506  2.504  -0.338  0.1978
H  2.036  -3.288  0.880  0.4944
H  1.142  -3.032  -1.472  0.4861



[4]
This record from the OMol25 dataset describes 2 unconnected molecules or ions with the total composition C7H11BO2 at a distorted geometry. The level of theory is ωB97M-V/def2-TZVPD.

ΔE to the lowest compared entry with this formula, charge and spin: 90.71 kcal/mol
maximum force: 0.0942 hartree/bohr
HOMO level (spin up / spin down): -7.08 / -6.99 eV
orbital gap (spin up / spin down): 7.27 / 7.18 eV
spin multiplicity: 1

Last column: natural (NBO) charge in e.
Element x y z (Å)
B  -1.094  0.788  0.127  0.9845
C  2.233  -1.792  1.146  -0.2112
C  1.491  -0.659  1.487  -0.2367
C  2.857  -1.514  -0.175  -0.4474
C  1.902  -0.426  -0.760  -0.4587
C  -2.881  1.086  -1.228  -0.1113
C  -3.268  1.234  0.244  -0.1087
C  1.393  0.254  0.448  -0.2349
O  -1.421  0.936  -1.196  -0.7333
O  -2.090  1.150  1.042  -0.7262
H  2.503  -2.645  1.767  0.2149
H  1.155  -0.560  2.531  0.2206
H  3.921  -1.046  -0.257  0.2178
H  2.739  -2.404  -0.892  0.2088
H  2.283  0.458  -1.334  0.2140
H  1.090  -0.853  -1.381  0.2277
H  -3.505  0.189  -1.595  0.1875
H  -3.084  1.944  -1.784  0.1905
H  -3.683  2.167  0.541  0.1903
H  -3.915  0.362  0.692  0.1769
H  1.374  1.330  0.578  0.2348



[5]
This record from the OMol25 dataset describes C7H11Br in the gas phase at a distorted geometry. The level of theory is ωB97M-V/def2-TZVPD.

ΔE to the lowest compared entry with this formula, charge and spin: 19.44 kcal/mol
maximum force: 0.0963 hartree/bohr
structure (SMILES): C=C1C(C)(C)[C@]1(C)Br
HOMO level: -9.39 eV
orbital gap: 10.21 eV
spin multiplicity: 1

Last column: natural (NBO) charge in e.
Element x y z (Å)
C  -1.951  0.488  -1.176  -0.3864
C  -0.792  0.303  -0.661  -0.0136
C  0.014  0.253  0.578  -0.1109
C  0.081  1.610  1.246  -0.6136
C  -0.140  -1.004  1.484  -0.5952
C  0.691  0.016  -0.785  -0.0730
C  1.236  -1.419  -1.221  -0.6150
Br  1.716  1.498  -1.528  0.0055
H  -1.951  0.561  -2.372  0.1988
H  -2.883  0.770  -0.706  0.2137
H  -0.493  2.323  0.667  0.2242
H  1.122  1.994  1.212  0.2256
H  -0.239  1.622  2.290  0.2213
H  0.702  -1.093  2.251  0.2146
H  -0.115  -1.910  0.881  0.2156
H  -1.113  -0.836  2.005  0.2181
H  2.141  -1.541  -0.723  0.2182
H  1.516  -1.469  -2.352  0.2289
H  0.458  -2.164  -1.092  0.2231



[6]
This record from the OMol25 dataset describes C7H11BrO2 in the gas phase at a distorted geometry. The level of theory is ωB97M-V/def2-TZVPD.

ΔE to the lowest compared entry with this formula, charge and spin: 21.14 kcal/mol
maximum force: 0.0718 hartree/bohr
structure (SMILES): C=C(Br)C/C(O)=C(/C)OC
HOMO level: -8.15 eV
orbital gap: 8.85 eV
spin multiplicity: 1

Last column: natural (NBO) charge in e.
Element x y z (Å)
C  -0.862  -2.815  2.787  -0.4089
C  -1.216  -1.574  2.502  -0.0276
Br  -1.976  -0.436  3.818  0.0369
C  -1.088  -0.862  1.225  -0.5311
C  0.151  -0.106  1.010  0.2661
O  1.002  0.075  2.059  -0.6677
C  0.179  0.855  0.054  0.1960
C  1.260  1.918  -0.026  -0.7117
O  -0.755  0.856  -0.918  -0.5108
C  -0.134  0.309  -2.123  -0.2596
H  -0.869  -3.410  3.666  0.2166
H  -0.610  -3.532  2.029  0.2016
H  -2.033  -0.251  1.270  0.2461
H  -1.137  -1.464  0.359  0.2425
H  1.521  0.823  1.712  0.4813
H  0.903  2.810  -0.640  0.2475
H  2.164  1.592  -0.496  0.2255
H  1.488  2.422  1.006  0.2132
H  -0.798  0.379  -2.929  0.1920
H  0.257  -0.705  -2.095  0.1814
H  0.678  0.960  -2.471  0.1706



[7]
This record from the OMol25 dataset describes C7H11BrO3 in the gas phase at a distorted geometry. The level of theory is ωB97M-V/def2-TZVPD.

ΔE to the lowest compared entry with this formula, charge and spin: 113.86 kcal/mol
maximum force: 0.0827 hartree/bohr
HOMO level (spin up / spin down): -5.62 / -6.20 eV
orbital gap (spin up / spin down): 6.24 / 6.86 eV
spin multiplicity: 1

Last column: natural (NBO) charge in e.
Element x y z (Å)
C  1.721  -1.079  1.355  -0.4335
C  2.587  0.111  0.778  -0.4524
C  0.480  -1.444  0.514  -0.0943
C  -3.025  0.618  -1.066  -0.1122
C  -3.490  0.859  0.326  -0.1023
C  1.865  0.975  -0.169  -0.6476
C  -1.356  0.147  0.388  0.7975
O  -0.745  -0.914  0.931  -0.5033
O  -1.640  0.258  -0.938  -0.5069
O  -2.379  0.437  1.184  -0.4840
Br  0.384  1.778  0.354  0.3176
H  2.448  -1.868  1.404  0.2147
H  1.459  -0.853  2.461  0.2128
H  3.108  0.574  1.639  0.1929
H  3.487  -0.233  0.192  0.2121
H  0.759  -1.395  -0.587  0.2047
H  0.406  -2.470  0.693  0.1887
H  -3.586  -0.169  -1.487  0.1849
H  -3.109  1.418  -1.791  0.2020
H  -3.724  1.978  0.624  0.1948
H  -4.259  0.232  0.618  0.1990
H  2.204  1.369  -1.108  0.2148



[8]
This record from the OMol25 dataset describes C7H11Cl3N2O2 in the gas phase at a distorted geometry. The level of theory is ωB97M-V/def2-TZVPD.

ΔE to the lowest compared entry with this formula, charge and spin: 25.50 kcal/mol
maximum force: 0.1039 hartree/bohr
structure (SMILES): C[C@]1(Cl)COC[C@@](C)(Cl)N1NC(=O)Cl
HOMO level: -10.04 eV
orbital gap: 10.62 eV
spin multiplicity: 1

Last column: natural (NBO) charge in e.
Element x y z (Å)
C  -0.458  -1.125  2.026  -0.6922
C  -0.039  -1.280  0.660  0.1301
Cl  -0.972  -2.469  -0.279  -0.0510
C  1.387  -1.774  0.373  -0.1215
O  1.752  -1.525  -0.996  -0.5140
C  1.733  -0.223  -1.382  -0.0869
C  0.336  0.392  -1.310  0.1395
C  0.491  1.947  -1.477  -0.6320
Cl  -0.815  -0.130  -2.607  -0.0877
N  -0.264  0.182  -0.011  -0.3059
N  -1.577  0.621  0.086  -0.4975
C  -1.982  1.487  1.033  0.6325
O  -1.314  2.081  1.875  -0.5729
Cl  -3.702  1.797  1.002  -0.0429
H  -1.555  -1.011  2.241  0.2504
H  0.012  -0.156  2.446  0.2659
H  -0.016  -1.849  2.712  0.2407
H  2.221  -1.426  1.129  0.1989
H  1.259  -2.937  0.374  0.2368
H  2.216  -0.239  -2.331  0.2217
H  2.309  0.350  -0.655  0.1789
H  -0.585  2.417  -1.219  0.2262
H  0.749  2.177  -2.438  0.2148
H  1.063  2.587  -0.705  0.2418
H  -2.250  0.106  -0.546  0.4260



[9]
This record from the OMol25 dataset describes 2 unconnected molecules or ions with the total composition C7H11ClNO3. The level of theory is ωB97M-V/def2-TZVPD.

ΔE to the lowest compared entry with this formula, charge and spin: 0.00 kcal/mol
maximum force: 0.0100 hartree/bohr
HOMO level: -2.67 eV
orbital gap: 5.34 eV
net charge: -1
spin multiplicity: 1

Last column: natural (NBO) charge in e.
Element x y z (Å)
C  1.979  -1.130  -0.030  -0.1654
C  1.170  -0.385  0.469  -0.1678
C  0.122  0.401  1.115  -0.4999
C  -0.571  1.434  0.221  0.1220
Cl  -0.804  0.882  -1.452  -0.0395
O  -1.783  1.840  0.860  -0.5565
C  -2.994  1.558  0.288  0.8164
O  -3.647  2.417  -0.217  -0.5374
C  -3.469  0.124  0.412  -0.3528
N  -3.378  -0.376  1.794  -0.8239
H  2.726  -1.676  -0.654  0.3246
H  -0.637  -0.232  1.579  0.2222
H  0.579  0.982  1.923  0.2329
H  0.035  2.333  0.148  0.2004
H  -4.493  0.102  0.041  0.2075
H  -2.859  -0.477  -0.266  0.2253
H  -2.765  -1.183  1.816  0.3609
H  -4.281  -0.743  2.068  0.3572
C  4.996  -1.187  -2.023  -0.1878
O  3.888  -1.950  -2.014  -0.9663
H  5.343  -0.820  -1.014  0.0722
H  5.918  -1.679  -2.440  0.0799
H  4.923  -0.238  -2.623  0.0757



[10]
This record from the OMol25 dataset describes a molecular structure, C7H11CoI2N2O5S at a distorted geometry. The level of theory is ωB97M-V/def2-TZVPD.

⟨S²⟩: 6.017
ΔE to the lowest compared entry with this formula, charge and spin: 24.10 kcal/mol
maximum force: 0.1223 hartree/bohr
HOMO level (spin up / spin down): 0.30 / -1.04 eV
orbital gap (spin up / spin down): 4.41 / 5.69 eV
net charge: -2
spin multiplicity: 5

Last column: natural (NBO) charge in e.
Element x y z (Å)
C  -1.697  3.126  1.160  -0.6895
I  -3.431  -0.046  0.479  -0.6482
H  -2.426  3.325  0.351  0.1962
H  -1.097  3.924  1.429  0.1897
H  -2.392  2.712  1.902  0.2511
C  2.234  2.664  -0.980  -0.0759
C  0.243  2.177  -0.025  0.3447
N  1.594  1.917  0.015  -0.3580
H  1.408  4.037  -2.472  0.2079
I  -1.029  0.316  -2.467  -0.7172
N  0.096  3.140  -0.984  -0.3734
H  3.288  2.620  -1.145  0.2041
Co  -1.251  -0.262  -0.069  1.1777
C  -0.745  1.994  1.092  0.2553
O  -0.273  1.697  2.190  -0.6399
C  1.284  3.387  -1.620  -0.0719
C  -1.138  3.545  -1.577  -0.4320
H  -1.530  2.742  -2.211  0.2451
H  -0.970  4.451  -2.161  0.1737
H  -1.871  3.750  -0.807  0.2167
C  2.389  0.979  0.759  -0.4129
H  3.099  1.532  1.385  0.1645
H  2.981  0.379  0.049  0.1866
H  1.751  0.302  1.333  0.3170
O  0.448  -0.917  0.621  -1.1319
S  -0.151  -2.185  1.296  2.5721
O  -0.003  -2.189  2.706  -1.0125
O  -1.589  -1.917  0.820  -1.0991
O  0.323  -3.414  0.670  -1.0399



[11]
This record from the OMol25 dataset describes a molecular structure, C7H11CrO11 at a distorted geometry. The level of theory is ωB97M-V/def2-TZVPD.

⟨S²⟩: 3.771
maximum force: 0.1238 hartree/bohr
HOMO level (spin up / spin down): -1.34 / -1.32 eV
orbital gap (spin up / spin down): 6.40 / 6.38 eV
net charge: -2
spin multiplicity: 4

Last column: natural (NBO) charge in e.
Element x y z (Å)
Cr  -0.274  0.324  0.183  1.6294
C  -1.522  -0.696  3.079  -0.2003
O  -0.844  0.092  2.154  -0.8494
H  -0.894  -1.555  3.317  0.1248
H  -1.722  -0.191  4.023  0.1295
H  -2.409  -1.191  2.683  0.1277
C  -2.625  -1.019  -2.846  -0.7114
C  -1.745  -0.629  -1.709  0.7739
O  -0.620  -0.083  -1.854  -0.6844
O  -2.089  -0.731  -0.509  -0.6713
H  -3.525  -1.516  -2.485  0.2173
H  -2.201  -1.743  -3.542  0.2172
H  -2.834  -0.152  -3.474  0.2313
C  2.615  -3.238  0.084  -0.7135
C  2.019  -1.904  0.491  0.7822
O  0.934  -1.459  0.083  -0.7374
O  2.698  -1.113  1.157  -0.7491
H  1.913  -4.055  -0.086  0.2011
H  3.453  -3.483  0.736  0.2149
H  3.134  -3.125  -0.868  0.2151
O  3.692  1.474  0.150  -0.7362
C  2.530  2.082  0.136  0.9616
O  2.434  3.273  0.029  -0.7147
O  1.491  1.439  0.273  -0.7883
H  3.430  0.640  0.546  0.5120
O  -2.367  4.080  -0.305  -0.7296
C  -1.231  3.407  -0.213  0.9602
O  -0.205  4.031  -0.434  -0.7320
O  -1.205  2.180  -0.038  -0.7634
H  -2.033  4.858  -0.757  0.4829